Density functional theory data (ωB97M-V/def2-TZVPD) for 14 unconnected molecules or ions with the total composition C44H120N4O28 at a distorted geometry.

Summary:
Largest force on an atom = 0.0706 Eh/bohr
Charge = -1
Spin multiplicity = 2
E = -110850.82900 eV
HOMO level (alpha / beta) = 0.1419 / -6.7070 eV

Bonds (Å) are listed after each position.
Atoms and positions in Å:
1 C -0.18 -1.08 -0.14  C2 1.535, O4 1.434, H5 1.090, H6 1.090
2 C 0.65 -2.36 -0.29  C1 1.535, O3 1.396, H7 1.090, H8 1.090
3 O 1.73 -2.28 -1.18  C2 1.396, H9 0.960
4 O 0.66 -0.02 0.34  C1 1.434, H10 0.960
5 H -1.02 -1.25 0.54  C1 1.090
6 H -0.66 -0.83 -1.08  C1 1.090
7 H 0.07 -3.25 -0.52  C2 1.090
8 H 1.11 -2.66 0.66  C2 1.090
9 H 1.29 -2.16 -2.02  O3 0.960
10 H 1.42 0.09 -0.24  O4 0.960
11 C 5.29 1.09 -0.58  C12 1.484, O14 1.423, H15 1.090, H16 1.090
12 C 4.12 1.01 -1.49  C11 1.484, O13 1.469, H17 1.090, H18 1.090
13 O 3.06 0.18 -0.90  C12 1.469, H19 0.960
14 O 5.94 -0.15 -0.81  C11 1.423, H20 0.960
15 H 5.13 1.20 0.50  C11 1.090
16 H 5.93 1.90 -0.94  C11 1.090
17 H 4.23 0.69 -2.53  C12 1.090
18 H 3.68 1.99 -1.61  C12 1.090
19 H 3.29 -0.74 -1.02  O13 0.960
20 H 6.12 -0.28 -1.75  O14 0.960
21 C -4.08 2.35 -0.67  C22 1.495, O24 1.421, H25 1.090, H26 1.090
22 C -4.22 0.87 -0.49  C21 1.495, O23 1.420, H27 1.090, H28 1.090
23 O -4.68 0.19 -1.65  C22 1.420, H29 0.960
24 O -3.58 2.97 0.50  C21 1.421, H30 0.960
25 H -5.04 2.76 -0.99  C21 1.090
26 H -3.28 2.62 -1.36  C21 1.090
27 H -4.94 0.69 0.31  C22 1.090
28 H -3.29 0.42 -0.12  C22 1.090
29 H -5.64 0.19 -1.72  O23 0.960
30 H -2.76 2.58 0.82  O24 0.960
31 C -1.74 -0.03 3.23  C32 1.504, O34 1.511, H35 1.090, H36 1.090
32 C -1.83 1.43 2.87  C31 1.504, O33 1.415, H37 1.090, H38 1.090
33 O -1.33 1.66 1.57  C32 1.415, H39 0.960
34 O -2.68 -0.97 2.52  C31 1.511, H40 0.960
35 H -1.87 -0.12 4.31  C31 1.090
36 H -0.71 -0.39 3.18  C31 1.090
37 H -1.28 2.04 3.57  C32 1.090
38 H -2.87 1.74 2.96  C32 1.090
39 H -0.65 1.02 1.36  O33 0.960
40 H -3.59 -0.86 2.81  O34 0.960
41 C 3.14 -5.38 2.28  C42 1.551, O44 1.478, H45 1.090, H46 1.090
42 C 4.18 -4.37 1.75  C41 1.551, O43 1.485, H47 1.090, H48 1.090
43 O 5.07 -4.97 0.72  C42 1.485, H49 0.960
44 O 2.10 -5.62 1.25  C41 1.478, H50 0.960
45 H 2.65 -4.97 3.16  C41 1.090
46 H 3.67 -6.28 2.58  C41 1.090
47 H 4.79 -3.87 2.50  C42 1.090
48 H 3.49 -3.65 1.30  C42 1.090
49 H 5.83 -5.36 1.16  O43 0.960
50 H 1.29 -5.25 1.61  O44 0.960
51 C -0.19 -3.74 3.25  C52 1.530, O54 1.387, H55 1.090, H56 1.090
52 C -0.39 -4.22 4.69  C51 1.530, O53 1.436, H57 1.090, H58 1.090
53 O 0.84 -4.81 5.14  C52 1.436, H59 0.960
54 O -0.29 -4.82 2.38  C51 1.387, H60 0.960
55 H 0.81 -3.31 3.13  C51 1.090
56 H -0.88 -2.96 2.94  C51 1.090
57 H -1.19 -4.92 4.87  C52 1.090
58 H -0.71 -3.34 5.26  C52 1.090
59 H 0.84 -5.75 4.94  O53 0.960
60 H -1.17 -5.20 2.46  O54 0.960
61 C 4.19 -3.11 -2.80  C62 1.572, O64 1.402, H65 1.090, H66 1.090
62 C 3.06 -4.13 -3.21  C61 1.572, O63 1.379, H67 1.090, H68 1.090
63 O 3.58 -5.41 -3.21  C62 1.379, H69 0.960
64 O 5.35 -3.10 -3.58  C61 1.402, H70 0.960
65 H 4.56 -3.32 -1.79  C61 1.090
66 H 3.69 -2.15 -2.71  C61 1.090
67 H 2.90 -3.94 -4.27  C62 1.090
68 H 2.15 -4.27 -2.63  C62 1.090
69 H 2.95 -6.10 -3.44  O63 0.960
70 H 5.81 -3.91 -3.35  O64 0.960
71 C -2.50 0.50 -4.08  C72 1.561, O74 1.384, H75 1.090, H76 1.090
72 C -3.35 0.14 -5.34  C71 1.561, O73 1.410, H77 1.090, H78 1.090
73 O -2.65 -0.85 -6.06  C72 1.410, H79 0.960
74 O -2.57 -0.52 -3.14  C71 1.384, H80 0.960
75 H -2.95 1.34 -3.55  C71 1.090
76 H -1.49 0.68 -4.43  C71 1.090
77 H -3.64 1.00 -5.94  C72 1.090
78 H -4.31 -0.25 -5.03  C72 1.090
79 H -2.53 -1.53 -5.40  O73 0.960
80 H -3.36 -0.35 -2.61  O74 0.960
81 C 2.08 -0.32 -4.79  C82 1.527, O84 1.421, H85 1.090, H86 1.090
82 C 1.57 0.83 -3.91  C81 1.527, O83 1.420, H87 1.090, H88 1.090
83 O 0.83 1.80 -4.64  C82 1.420, H89 0.960
84 O 3.12 0.13 -5.65  C81 1.421, H90 0.960
85 H 1.19 -0.68 -5.30  C81 1.090
86 H 2.37 -1.10 -4.09  C81 1.090
87 H 2.35 1.40 -3.40  C82 1.090
88 H 1.02 0.47 -3.05  C82 1.090
89 H 0.40 2.30 -3.94  O83 0.960
90 H 2.63 0.88 -6.00  O84 0.960
91 C -1.60 -3.86 -4.19  C92 1.499, O94 1.454, H95 1.090, H96 1.090
92 C -0.42 -2.97 -4.42  C91 1.499, O93 1.398, H97 1.090, H98 1.090
93 O -0.19 -2.12 -3.33  C92 1.398, H99 0.960
94 O -2.85 -3.15 -4.42  C91 1.454, H100 0.960
95 H -1.57 -4.23 -3.16  C91 1.090
96 H -1.55 -4.78 -4.76  C91 1.090
97 H -0.50 -2.38 -5.34  C92 1.090
98 H 0.46 -3.60 -4.54  C92 1.090
99 H -1.05 -1.72 -3.18  O93 0.960
100 H -3.50 -3.77 -4.74  O94 0.960
101 C 5.32 -1.35 10.10  O102 1.373, H110 1.090, H111 1.090, H112 1.090
102 O 4.34 -1.44 9.14  C101 1.373, C103 1.441
103 C 4.08 -2.80 8.74  O102 1.441, C104 1.588, H113 1.090, H114 1.090
104 C 3.05 -2.72 7.53  C103 1.588, N105 1.438, H115 1.090, H116 1.090
105 N 3.70 -2.79 6.25  C104 1.438, C106 1.439, H117 1.010
106 C 4.37 -1.55 5.93  N105 1.439, C107 1.489, H118 1.090, H119 1.090
107 C 4.24 -1.30 4.47  C106 1.489, O108 1.435, H120 1.090, H121 1.090
108 O 2.87 -1.38 4.04  C107 1.435, C109 1.392
109 C 2.69 -0.63 2.88  O108 1.392, H122 1.090, H123 1.090, H124 1.090
110 H 5.11 -2.09 10.87  C101 1.090
111 H 5.34 -0.32 10.43  C101 1.090
112 H 6.23 -1.57 9.52  C101 1.090
113 H 3.77 -3.42 9.58  C103 1.090
114 H 4.98 -3.28 8.35  C103 1.090
115 H 2.37 -1.87 7.62  C104 1.090
116 H 2.36 -3.56 7.58  C104 1.090
117 H 3.00 -3.01 5.56  N105 1.010
118 H 5.39 -1.60 6.30  C106 1.090
119 H 3.88 -0.70 6.41  C106 1.090
120 H 4.81 -1.96 3.82  C107 1.090
121 H 4.64 -0.29 4.35  C107 1.090
122 H 3.35 -0.92 2.05  C109 1.090
123 H 2.78 0.44 3.06  C109 1.090
124 H 1.71 -0.76 2.43  C109 1.090
125 C -0.27 2.74 -1.34  O126 1.394, H134 1.090, H135 1.090, H136 1.090
126 O -0.48 3.06 -2.68  C125 1.394, C127 1.412
127 C -0.35 4.43 -3.02  O126 1.412, C128 1.579, H137 1.090, H138 1.090
128 C -1.13 4.84 -4.32  C127 1.579, N129 1.483, H139 1.090, H140 1.090
129 N -0.46 4.37 -5.56  C128 1.483, C130 1.522, H141 1.010
130 C -1.38 4.65 -6.74  N129 1.522, C131 1.551, H142 1.090, H143 1.090
131 C -0.79 4.35 -8.14  C130 1.551, O132 1.437, H144 1.090, H145 1.090
132 O -0.47 2.96 -8.23  C131 1.437, C133 1.438
133 C -1.48 1.95 -8.39  O132 1.438, H146 1.090, H147 1.090, H148 1.090
134 H -1.08 3.11 -0.72  C125 1.090
135 H 0.62 3.26 -0.99  C125 1.090
136 H -0.23 1.65 -1.27  C125 1.090
137 H 0.69 4.70 -3.23  C127 1.090
138 H -0.66 5.05 -2.18  C127 1.090
139 H -1.17 5.93 -4.32  C128 1.090
140 H -2.13 4.42 -4.32  C128 1.090
141 H -0.01 3.47 -5.50  N129 1.010
142 H -1.69 5.70 -6.75  C130 1.090
143 H -2.34 4.13 -6.71  C130 1.090
144 H 0.06 5.00 -8.35  C131 1.090
145 H -1.51 4.64 -8.91  C131 1.090
146 H -1.64 1.35 -7.49  C133 1.090
147 H -1.09 1.32 -9.19  C133 1.090
148 H -2.47 2.31 -8.65  C133 1.090
149 C 3.75 9.81 3.45  O150 1.462, H158 1.090, H159 1.090, H160 1.090
150 O 3.95 8.61 2.64  C149 1.462, C151 1.449
151 C 3.82 8.94 1.24  O150 1.449, C152 1.566, H161 1.090, H162 1.090
152 C 4.28 7.71 0.39  C151 1.566, N153 1.452, H163 1.090, H164 1.090
153 N 3.27 6.69 0.61  C152 1.452, C154 1.409, H165 1.010
154 C 3.68 5.41 0.19  N153 1.409, C155 1.590, H166 1.090, H167 1.090
155 C 2.49 4.39 0.47  C154 1.590, O156 1.451, H168 1.090, H169 1.090
156 O 2.41 4.04 1.87  C155 1.451, C157 1.431
157 C 1.29 3.21 2.19  O156 1.431, H170 1.090, H171 1.090, H172 1.090
158 H 3.92 9.55 4.50  C149 1.090
159 H 2.75 10.23 3.37  C149 1.090
160 H 4.56 10.52 3.30  C149 1.090
161 H 4.31 9.87 0.94  C151 1.090
162 H 2.77 9.12 1.01  C151 1.090
163 H 5.27 7.32 0.65  C152 1.090
164 H 4.28 7.92 -0.68  C152 1.090
165 H 3.12 6.76 1.61  N153 1.010
166 H 4.68 5.22 0.59  C154 1.090
167 H 3.80 5.47 -0.89  C154 1.090
168 H 2.70 3.50 -0.13  C155 1.090
169 H 1.54 4.79 0.12  C155 1.090
170 H 1.37 2.14 2.02  C157 1.090
171 H 0.32 3.60 1.86  C157 1.090
172 H 1.13 3.27 3.27  C157 1.090
173 C -11.12 -1.07 3.52  O174 1.436, H182 1.090, H183 1.090, H184 1.090
174 O -10.53 -1.57 2.31  C173 1.436, C175 1.423
175 C -9.89 -2.83 2.45  O174 1.423, C176 1.578, H185 1.090, H186 1.090
176 C -9.32 -3.38 1.09  C175 1.578, N177 1.482, H187 1.090, H188 1.090
177 N -8.16 -2.60 0.59  C176 1.482, C178 1.479, H189 1.010
178 C -6.92 -2.72 1.39  N177 1.479, C179 1.522, H190 1.090, H191 1.090
179 C -5.68 -2.33 0.59  C178 1.522, O180 1.431, H192 1.090, H193 1.090
180 O -5.10 -3.49 -0.02  C179 1.431, C181 1.409
181 C -3.93 -3.10 -0.70  O180 1.409, H194 1.090, H195 1.090, H196 1.090
182 H -11.54 -0.09 3.31  C173 1.090
183 H -10.41 -1.01 4.35  C173 1.090
184 H -11.95 -1.69 3.86  C173 1.090
185 H -10.68 -3.52 2.75  C175 1.090
186 H -9.16 -2.86 3.26  C175 1.090
187 H -10.12 -3.22 0.37  C176 1.090
188 H -9.18 -4.44 1.34  C176 1.090
189 H -8.60 -1.69 0.71  N177 1.010
190 H -6.88 -3.75 1.72  C178 1.090
191 H -6.98 -2.13 2.31  C178 1.090
192 H -4.94 -1.80 1.18  C179 1.090
193 H -5.97 -1.59 -0.16  C179 1.090
194 H -3.21 -2.50 -0.14  C181 1.090
195 H -4.14 -2.60 -1.65  C181 1.090
196 H -3.30 -3.96 -0.88  C181 1.090